Record 1
A single C5H6O2 molecule, computed with ωB97M-V with the def2-TZVPD basis set.

Results
Gap between HOMO and LUMO: 9.7 eV
HOMO level: -8.74 eV
Total charge: 0

Cartesian coordinates (Å):
C 0.67 0.72 1.23
O 1.27 -0.62 1.12
C 1.15 -1.21 -0.04
C -1.10 -0.85 -0.75
O -1.45 0.21 0.15
C -0.17 0.85 -0.01
C 0.32 -0.29 -0.91
H 1.50 1.44 1.29
H 0.10 0.74 2.16
H -1.05 -1.84 -0.28
H -1.73 -0.89 -1.63
H -0.24 1.86 -0.42
H 0.73 -0.12 -1.91

Record 2
A single C5H6O2 molecule in a non-equilibrium geometry, computed with ωB97M-V with the def2-TZVPD basis set.

Results
Gap between HOMO and LUMO: 8.6 eV
HOMO level: -8.96 eV
Total charge: 0

Cartesian coordinates (Å):
O -1.15 -0.60 2.49
C -0.86 -0.32 -1.30
C 0.23 0.71 -1.25
C 1.08 0.58 0.02
C 0.14 -0.23 0.83
O -0.04 0.00 2.04
C -0.83 -0.97 0.00
H -0.35 1.65 -1.24
H 0.78 0.73 -2.18
H 1.35 1.52 0.49
H 2.00 0.02 -0.17
H -1.82 -1.09 0.44
H -0.52 -2.01 -0.17

Record 3
2 unconnected molecules or ions with the total composition C5H6O2, computed with ωB97M-V with the def2-TZVPD basis set.

Results
SMILES: C#CCC.O=C=O
Gap between HOMO and LUMO: 10.8 eV
HOMO level: -10.13 eV
Total charge: 0

Cartesian coordinates (Å):
C 1.76 0.95 -0.37
C 0.63 0.94 0.07
C -0.74 0.92 0.59
C -1.72 0.20 -0.34
H 2.76 0.94 -0.75
H -0.74 0.44 1.58
H -1.08 1.95 0.76
H -1.47 -0.86 -0.40
H -2.75 0.29 0.05
H -1.70 0.62 -1.34
O 0.61 -2.23 0.56
C 1.67 -2.11 0.09
O 2.74 -2.02 -0.37

Record 4
2 unconnected molecules or ions with the total composition C5H6O2 in a non-equilibrium geometry, computed with ωB97M-V with the def2-TZVPD basis set.

Results
Gap between HOMO and LUMO: 11.1 eV
HOMO level: -9.91 eV
Total charge: 0

Cartesian coordinates (Å):
C 1.21 3.21 2.70
C -1.04 0.67 -0.28
C -0.40 -0.73 0.24
C 0.27 1.33 0.04
C 0.82 0.15 0.67
O 0.28 3.59 2.23
O 0.38 1.25 1.44
H 1.68 -0.31 1.06
H -1.25 0.66 -1.28
H -1.90 1.03 0.23
H -0.83 -1.39 0.95
H -0.15 -1.46 -0.65
H 0.60 2.19 -0.49

Record 5
A single C5H6O2 molecule in a non-equilibrium geometry, computed with ωB97M-V with the def2-TZVPD basis set.

Results
Gap between HOMO and LUMO (spin up / spin down): 6.8 / 8.7 eV
HOMO level (spin up / spin down): -8.69 / -9.55 eV
Total charge: 0

Cartesian coordinates (Å):
O 1.39 1.83 1.04
C 0.73 1.09 0.25
C 1.15 -0.17 -0.33
C 0.07 -1.03 -0.89
C -1.17 -0.53 -0.13
O -2.31 -0.83 -0.34
C -0.66 0.44 0.91
H 2.16 -0.56 -0.17
H 0.20 1.58 -0.64
H 0.24 -2.09 -0.69
H -0.07 -0.93 -1.97
H -0.38 -0.07 1.84
H -1.33 1.27 1.14

Record 6
A single C5H6O2 molecule in a non-equilibrium geometry, computed with ωB97M-V with the def2-TZVPD basis set.

Results
SMILES: C=C=C(C=O)CO
Gap between HOMO and LUMO: 9.8 eV
HOMO level: -9.47 eV
Total charge: 0

Cartesian coordinates (Å):
C 2.30 -0.66 -0.84
C 1.22 -0.29 -0.28
C 0.00 0.14 -0.04
C -0.11 1.51 0.40
O -1.09 1.94 0.98
C -1.11 -0.83 0.28
O -2.38 -0.35 -0.08
H 1.55 -0.28 -1.70
H 3.28 -1.04 -0.47
H 0.78 2.16 0.21
H -1.03 -1.01 1.36
H -0.95 -1.79 -0.22
H -2.45 0.50 0.39

Record 7
A molecular structure, C5H6O2 in a non-equilibrium geometry, computed with ωB97M-V with the def2-TZVPD basis set.

Results
Gap between HOMO and LUMO: 9.4 eV
HOMO level: -8.65 eV
Total charge: 0

Cartesian coordinates (Å):
C 1.67 -0.43 -0.16
C 0.21 -0.54 0.15
C -0.85 -0.40 -0.85
C -1.06 0.90 -0.11
C -1.10 0.77 1.27
O -1.28 1.27 2.32
O -0.21 -0.76 1.35
H 2.06 -1.44 -0.34
H 2.21 -0.01 0.69
H 1.85 0.17 -1.06
H -1.66 -1.13 -0.80
H -0.50 -0.23 -1.87
H -1.33 1.84 -0.58

Record 8
A single C5H6O2 molecule in a non-equilibrium geometry, computed with ωB97M-V with the def2-TZVPD basis set.

Results
SMILES: O=CCC#CCO
Gap between HOMO and LUMO: 10.0 eV
HOMO level: -9.49 eV
Total charge: 0

Cartesian coordinates (Å):
O -3.74 0.09 -0.57
C -2.55 -0.15 -0.55
C -1.65 0.04 0.62
C -0.23 0.16 0.45
C 0.92 -0.19 0.43
C 2.32 -0.17 0.03
O 2.54 0.80 -0.97
H -2.04 -0.64 -1.39
H -2.11 0.60 1.46
H -1.11 -1.03 0.64
H 2.93 0.00 0.92
H 2.60 -1.13 -0.40
H 2.12 1.62 -0.67

Record 9
A molecular structure, C5H6O2, computed with ωB97M-V with the def2-TZVPD basis set.

Results
Gap between HOMO and LUMO: 10.6 eV
HOMO level: -9.54 eV
Total charge: 0

Cartesian coordinates (Å):
C -0.58 -1.02 0.55
C -0.22 0.39 1.02
O 1.19 0.00 0.99
C 0.77 -0.78 -0.16
C 0.48 0.36 -1.16
O -0.91 0.48 -1.44
C -0.36 1.20 -0.31
H -0.49 -1.76 1.34
H -1.49 -1.13 -0.04
H -0.50 0.84 1.97
H 1.44 -1.58 -0.47
H 1.21 0.72 -1.89
H -0.54 2.26 -0.41

Record 10
A single C5H6O2 molecule in a non-equilibrium geometry, computed with ωB97M-V with the def2-TZVPD basis set.

Results
SMILES: C1O[C@H]2[C@H]3O[C@@H]1[C@H]32
Gap between HOMO and LUMO: 9.1 eV
HOMO level: -8.15 eV
Total charge: 0

Cartesian coordinates (Å):
C 0.77 1.18 0.53
O -0.43 1.45 -0.18
C -1.15 0.26 -0.27
C -0.44 -0.79 -1.03
O 0.94 -0.72 -0.87
C 0.83 -0.34 0.53
C -0.65 -0.80 0.72
H 0.73 1.65 1.52
H 1.62 1.59 -0.04
H -2.22 0.41 -0.38
H -0.83 -1.32 -1.89
H 1.62 -0.79 1.14
H -0.74 -1.78 0.01

Record 11
A single C5H6O2 molecule in a non-equilibrium geometry, computed with ωB97M-V with the def2-TZVPD basis set.

Results
Gap between HOMO and LUMO (spin up / spin down): 8.3 / 8.3 eV
HOMO level (spin up / spin down): -9.35 / -9.35 eV
Total charge: 0

Cartesian coordinates (Å):
O 2.05 -1.53 -0.68
C 1.61 -0.43 -0.51
C 0.20 -0.12 -0.12
C -0.80 -0.59 1.08
C -0.92 -1.12 -0.21
C -0.13 1.33 -0.05
O -1.43 1.32 0.40
H 2.24 0.48 -0.69
H -1.04 -0.14 2.00
H 0.59 1.64 0.73
H -1.86 -0.68 -0.50
H -0.64 -2.11 -0.51
H 0.15 1.95 -0.93

Record 12
A molecular structure, C5H6O2 in a non-equilibrium geometry, computed with ωB97M-V with the def2-TZVPD basis set.

Results
Gap between HOMO and LUMO: 10.0 eV
HOMO level: -9.44 eV
Total charge: 0

Cartesian coordinates (Å):
C -1.00 0.14 0.03
C -0.09 -0.08 -1.03
C 0.78 -1.11 -0.40
C 0.25 0.61 0.78
C 0.91 1.23 -0.49
H -0.61 -0.39 -1.84
H 1.89 -1.72 -0.74
H 0.15 -1.98 -0.27
H 0.30 1.03 1.83
H 1.82 1.26 -0.88
H 0.48 2.25 -0.70
O -2.19 -0.13 0.19
O 1.04 -0.52 0.96

We obtain total energy values of -344.46606 -344.31324 -344.57046 -344.47992 -344.45600 -344.45559 -344.51690 -344.44964 -344.48401 -344.41263 -344.37179 -344.42132 Eh for the records listed above, in that order.
We obtain energy relative to the best compared isomer or geometry (same formula, charge and spin) values of 85.3 181.1 19.7 76.6 91.6 91.8 53.3 95.6 74.0 118.8 144.4 113.3 kcal/mol for the records listed above, in that order.